1.
A molecular structure, C36H39N5O8Se2Sr at a distorted geometry, computed with wB97M-V/def2-TZVPD.

Geometry (Å):
Sr  0.05  1.53  -0.64
C  -1.57  -2.14  -0.83
C  -0.93  -2.43  0.39
C  -1.66  -1.71  1.42
C  -2.71  -1.04  0.76
C  -2.68  -1.29  -0.61
C  -3.77  -1.00  -1.63
C  -4.67  -2.25  -1.74
C  -3.17  -0.70  -3.01
C  -4.63  0.19  -1.21
C  -1.55  -1.64  2.94
C  -2.07  -0.28  3.44
C  -0.12  -1.75  3.50
C  -2.43  -2.73  3.58
C  0.19  -3.47  0.46
C  1.56  -2.86  0.82
C  -0.17  -4.61  1.43
C  0.39  -4.15  -0.90
H  -1.33  -2.56  -1.79
H  -3.45  -0.42  1.24
H  -4.08  -3.11  -2.05
H  -5.48  -2.09  -2.46
H  -5.10  -2.47  -0.76
H  -2.60  -1.56  -3.38
H  -2.50  0.16  -2.95
H  -3.96  -0.48  -3.73
H  -5.14  -0.01  -0.26
H  -5.39  0.40  -1.97
H  -4.00  1.07  -1.08
H  -1.58  0.52  2.90
H  -1.86  -0.17  4.51
H  -3.15  -0.18  3.30
H  0.53  -1.03  3.01
H  0.30  -2.75  3.37
H  -0.13  -1.54  4.58
H  -3.47  -2.59  3.26
H  -2.40  -2.67  4.68
H  -2.11  -3.73  3.28
H  1.58  -2.43  1.81
H  1.79  -2.05  0.12
H  2.35  -3.62  0.76
H  -0.21  -4.27  2.46
H  0.56  -5.42  1.37
H  -1.15  -5.00  1.17
H  0.73  -3.43  -1.65
H  -0.53  -4.62  -1.25
H  1.16  -4.93  -0.81
O  -2.96  3.99  0.52
C  -2.14  3.05  0.63
O  -2.08  2.03  -0.11
C  -1.08  3.12  1.71
C  -0.99  4.09  2.70
C  0.10  4.04  3.56
C  1.07  3.05  3.40
C  0.90  2.13  2.37
N  -0.16  2.18  1.58
C  1.91  1.03  1.99
O  2.88  0.86  2.74
O  1.62  0.41  0.93
H  -2.90  3.91  -1.23
H  -1.75  4.86  2.78
H  0.21  4.78  4.35
H  1.95  2.98  4.02
Se  7.77  1.05  -3.39
N  6.91  2.22  -2.36
C  5.68  1.79  -2.24
C  4.66  2.46  -1.47
C  4.92  3.62  -0.73
C  3.91  4.22  -0.02
C  2.64  3.64  -0.08
N  2.37  2.55  -0.77
C  3.35  1.94  -1.45
C  3.03  0.70  -2.16
N  1.78  0.23  -2.09
C  1.47  -0.90  -2.70
C  2.40  -1.66  -3.40
C  3.69  -1.20  -3.49
C  4.03  0.01  -2.87
C  5.36  0.56  -2.94
N  6.34  0.01  -3.61
H  5.93  4.02  -0.74
H  4.08  5.10  0.57
H  1.80  4.10  0.44
H  0.43  -1.21  -2.60
H  2.11  -2.60  -3.86
H  4.46  -1.74  -4.02
O  -0.51  4.46  -3.60
Se  -0.97  3.56  -2.37
O  -0.81  1.99  -2.70
O  -0.22  3.92  -1.00
O  -2.65  3.93  -2.20

As for the net charge: -2. The HOMO energy comes out at -0.0253 hartree. As for the energy relative to the best compared isomer or geometry (same formula, charge and spin): 2.1802 eV.

Results of the Löwdin charge analysis, in e, for atoms 1 through 8: number 1, Sr, carries 1.55; number 2, C, carries -0.09; number 3, C, carries -0.15; number 4, C, carries -0.15; number 5, C, carries -0.07; number 6, C, carries -0.25; number 7, C, carries -0.56; number 8, C, carries -0.07


2.
8 unconnected molecules or ions with the total composition C36H39N8O15 at a distorted geometry, computed with wB97M-V/def2-TZVPD.

Geometry (Å):
N  0.43  0.36  -1.52
O  -0.30  -0.43  -2.12
O  0.00  1.12  -0.60
O  1.73  0.43  -1.80
C  0.30  4.64  0.55
C  1.11  3.90  1.69
C  1.67  4.68  2.93
C  1.03  6.09  3.04
C  0.15  6.67  1.94
C  -0.18  5.94  0.72
N  1.18  6.91  4.35
O  1.97  6.47  5.24
O  0.62  7.90  4.42
H  0.01  4.06  -0.32
H  1.34  2.81  1.41
H  2.32  4.28  3.79
H  -0.32  7.65  2.08
H  -0.91  6.36  0.10
C  -3.41  2.57  -4.49
C  -2.11  2.13  -3.69
C  -1.36  3.25  -3.18
C  -1.73  4.69  -3.37
C  -3.00  5.08  -4.29
C  -3.77  3.88  -4.84
N  -0.95  5.62  -2.69
O  -1.40  6.83  -2.65
O  0.26  5.42  -2.44
H  -3.99  1.71  -4.79
H  -1.84  1.07  -3.38
H  -0.55  2.92  -2.41
H  -3.19  6.09  -4.70
H  -4.67  4.07  -5.37
C  -0.96  1.47  3.85
C  -0.88  0.42  4.98
C  -1.08  -1.11  4.73
C  -1.53  -1.61  3.29
C  -1.39  -0.59  2.20
C  -1.26  0.91  2.61
N  -1.59  -3.06  3.07
O  -2.26  -3.47  2.08
O  -1.23  -3.89  3.93
H  -0.81  2.55  4.07
H  -0.75  0.55  6.16
H  -0.97  -1.87  5.60
H  -1.39  -1.00  1.21
H  -1.12  1.73  2.03
C  3.52  -0.92  3.45
C  2.76  -0.28  2.20
C  3.62  0.33  1.11
C  5.03  -0.38  0.84
C  5.78  -1.13  2.07
C  4.92  -1.27  3.35
N  5.78  -0.18  -0.38
O  5.02  0.18  -1.43
O  7.00  0.10  -0.36
H  3.06  -1.29  4.32
H  1.82  0.07  2.18
H  3.12  0.84  0.34
H  6.69  -1.34  1.91
H  5.32  -1.58  4.17
C  4.36  -3.50  -3.15
C  3.41  -2.56  -2.49
C  2.38  -3.07  -1.43
C  2.57  -4.48  -0.93
C  3.76  -5.21  -1.40
C  4.57  -4.63  -2.60
N  1.53  -4.91  0.08
O  1.05  -4.02  0.91
O  1.65  -6.07  0.35
H  4.73  -3.31  -4.01
H  3.22  -1.50  -2.84
H  1.72  -2.42  -0.96
H  3.80  -6.12  -0.96
H  5.35  -5.08  -2.97
C  -0.57  -4.10  -2.98
O  -0.17  -4.84  -3.86
N  -1.31  -4.62  -1.92
C  -1.92  -3.64  -0.95
C  -1.70  -6.02  -1.86
H  -0.36  -2.92  -2.90
H  -1.24  -3.03  -0.56
H  -2.41  -4.10  -0.10
H  -2.29  -2.65  -1.55
H  -0.66  -6.48  -2.02
H  -2.53  -6.23  -2.53
H  -2.05  -6.20  -0.88
C  -4.34  0.15  1.01
O  -5.06  -0.08  2.05
N  -4.39  -0.60  -0.11
C  -3.81  0.00  -1.30
C  -5.13  -1.76  -0.23
H  -3.68  1.06  1.09
H  -2.77  -0.10  -1.09
H  -4.28  0.93  -1.48
H  -3.97  -0.71  -2.10
H  -5.31  -2.17  -1.28
H  -6.18  -1.81  0.52
H  -4.55  -2.60  0.23

As for the net charge: -1. The HOMO energy comes out at -0.2426 hartree. As for the energy relative to the best compared isomer or geometry (same formula, charge and spin): 4.5785 eV.

Results of the Löwdin charge analysis, in e, for atoms 1 through 8: number 1, N, carries -0.56; number 2, O, carries -0.07; number 3, O, carries -0.10; number 4, O, carries -0.10; number 5, C, carries -0.04; number 6, C, carries 0.00; number 7, C, carries 0.03; number 8, C, carries -0.07


3.
2 unconnected molecules or ions with the total composition C36H40ClNO3SSi at a distorted geometry, computed with wB97M-V/def2-TZVPD.

Geometry (Å):
C  -3.07  4.85  0.88
Si  -2.57  4.03  2.46
C  -2.02  5.23  3.77
C  -3.88  2.89  3.11
O  -1.16  3.19  2.09
C  -0.84  1.82  1.89
C  -0.72  1.12  3.29
C  -0.47  1.90  4.42
C  -0.44  1.32  5.69
C  -0.59  -0.06  5.83
C  -0.74  -0.85  4.69
C  -0.78  -0.27  3.42
C  -1.84  1.23  0.88
C  -2.81  0.28  1.24
C  -3.63  -0.28  0.26
C  -3.58  0.21  -1.04
C  -2.69  1.25  -1.37
C  -1.85  1.78  -0.40
C  0.59  1.84  1.28
C  1.66  2.48  2.19
C  2.46  1.34  2.82
C  2.17  0.10  1.98
N  1.09  0.48  1.07
C  0.74  -0.33  0.06
C  1.07  -1.69  0.09
C  0.37  -2.61  -0.68
C  0.36  -4.03  -0.38
C  -0.80  -4.84  -0.56
C  -0.77  -6.21  -0.30
C  0.42  -6.82  0.12
C  1.55  -6.04  0.35
C  1.52  -4.66  0.13
H  -4.02  5.37  1.05
H  -2.32  5.59  0.58
H  -3.20  4.13  0.07
H  -2.88  5.87  4.03
H  -1.70  4.72  4.69
H  -1.21  5.87  3.41
H  -4.64  3.52  3.59
H  -4.36  2.33  2.29
H  -3.49  2.18  3.85
H  -0.30  2.98  4.30
H  -0.28  1.95  6.56
H  -0.55  -0.52  6.82
H  -0.83  -1.93  4.77
H  -0.91  -0.89  2.53
H  -2.92  -0.02  2.28
H  -4.34  -1.06  0.53
H  -4.25  -0.19  -1.81
H  -2.68  1.68  -2.38
H  -1.17  2.61  -0.64
H  0.55  2.37  0.32
H  2.31  3.04  1.51
H  1.26  3.20  2.90
H  3.54  1.54  2.81
H  2.18  1.18  3.87
H  3.05  -0.21  1.38
H  1.89  -0.77  2.61
H  0.08  0.04  -0.73
H  1.81  -2.02  0.85
H  -0.35  -2.24  -1.40
H  -1.72  -4.37  -0.91
H  -1.66  -6.82  -0.45
H  0.47  -7.91  0.26
H  2.49  -6.49  0.68
H  2.40  -4.05  0.33
Cl  2.35  -3.12  -2.69
C  1.88  -2.45  -4.14
S  2.21  -0.79  -4.50
C  2.79  -0.85  -6.22
C  4.16  -0.88  -6.47
C  4.62  -0.83  -7.80
C  3.70  -0.81  -8.85
C  2.33  -0.87  -8.59
C  1.86  -0.92  -7.27
O  1.01  0.02  -4.51
O  3.39  -0.34  -3.80
H  1.68  -3.08  -5.01
H  4.87  -0.92  -5.65
H  5.69  -0.82  -7.99
H  4.05  -0.79  -9.88
H  1.60  -0.90  -9.41
H  0.80  -0.98  -7.05

The HOMO energy comes out at -0.2014 hartree. As for the energy relative to the best compared isomer or geometry (same formula, charge and spin): 1.1991 eV.

Results of the Löwdin charge analysis, in e, for atoms 1 through 8: number 1, C, carries -0.14; number 2, Si, carries 0.41; number 3, C, carries -0.15; number 4, C, carries -0.14; number 5, O, carries -0.17; number 6, C, carries -0.33; number 7, C, carries -0.14; number 8, C, carries -0.05